The following is a quantum chemistry calculation of C2HBr2NO2 as an isolated structure in a non-equilibrium geometry, from OMol25.

Results
DFT total energy, eV: -147755.260
Lowest unoccupied orbital energy (alpha / beta), eV: -1.552 / -1.552
2S+1: 1
HOMO (alpha / beta), Eh: -0.3662 / -0.3662
ΔE to the lowest compared entry with this formula, charge and spin, kJ/mol: 122.1

Each line ends with the natural charge from an NBO analysis.
Positions of all 8 atoms, in Å:
1 C 0.31507 0.07327 0.41807  -0.16
2 C -0.65869 -1.04199 0.03574  -0.23
3 N 0.65476 1.15627 -0.36111  0.47
4 O 1.27196 2.05572 0.18675  -0.38
5 O 0.26286 1.19869 -1.51464  -0.39
6 Br -1.22336 -2.16445 1.41612  0.19
7 Br -1.41373 -1.27396 -1.64610  0.24
8 H 0.79113 -0.00355 1.46517  0.26